109
Properties=species:S:1:pos:R:3 method="wB97M-V/def2-TZVPD" lumo_energy_ha=0.118 total_charge=-2 gap_ev=4.882 e_homo_ev=-1.680 total_energy_ha=-4820.1062 relative_energy_kj_mol=0.0
Cs 0.63537 0.95552 -2.30106
C 1.38477 -3.56615 1.19196
C 1.26521 -3.13343 -0.24567
C 2.36967 -2.66129 -0.94596
C 2.28145 -2.31638 -2.29104
C 3.47907 -1.73094 -2.99580
C 1.05951 -2.47089 -2.93990
C -0.07486 -2.89838 -2.25172
C -1.41675 -3.01038 -2.93074
C 0.04269 -3.21591 -0.90402
H 2.18676 -3.03043 1.70140
H 1.61179 -4.63452 1.24873
H 0.45221 -3.38984 1.72607
H 3.31676 -2.53884 -0.43018
H 4.34119 -2.39900 -2.93899
H 3.76409 -0.78773 -2.51880
H 3.26726 -1.53502 -4.04783
H 0.97877 -2.21214 -3.99243
H -1.69773 -4.05727 -3.07243
H -1.40936 -2.52680 -3.90912
H -2.18651 -2.53279 -2.31951
H -0.84100 -3.51556 -0.34800
N -0.67438 -0.94435 1.74881
C -1.59389 -1.68077 2.45050
C -1.20671 -2.34311 3.62395
C -2.09942 -3.12869 4.32871
C -3.40758 -3.27433 3.88711
C -3.80380 -2.61583 2.72991
C -2.92517 -1.82682 1.99469
P -3.36621 -0.96712 0.43191
C -5.09855 -1.53164 0.17750
C -6.21179 -0.75418 0.48895
C -7.49432 -1.21138 0.20740
C -7.68083 -2.45510 -0.38054
C -6.57698 -3.23766 -0.69582
C -5.29831 -2.77174 -0.43005
C -3.54208 0.76234 0.99807
C -3.67440 1.75019 0.02168
C -3.57436 3.09318 0.34265
C -3.33335 3.47038 1.65826
C -3.24107 2.49949 2.64277
C -3.34393 1.15354 2.31989
H -0.98082 -0.22088 1.10131
H 0.12646 -0.60802 2.26350
H -0.18693 -2.22265 3.97492
H -1.77082 -3.62550 5.23432
H -4.11322 -3.88123 4.44050
H -4.82741 -2.71581 2.39060
H -6.06742 0.21827 0.94691
H -8.35086 -0.59350 0.44898
H -8.67989 -2.80937 -0.60431
H -6.71469 -4.20508 -1.16399
H -4.43480 -3.37220 -0.69928
H -3.79772 1.45947 -1.01420
H -3.58461 3.83826 -0.44137
H -3.14619 4.51001 1.89346
H -3.02368 2.78900 3.66397
H -3.22921 0.40796 3.09749
S -1.29358 3.53983 -2.45464
Sb 0.13114 3.92705 -0.62181
S -0.00913 1.95595 0.69324
S 2.28711 3.94337 -1.58137
S -0.39359 5.77566 0.62259
C -4.20861 2.19770 -3.99477
Sb -3.09584 0.40411 -3.62328
C -4.87831 -0.83876 -3.64366
C -2.69007 0.04984 -5.72593
H -4.80315 2.08407 -4.90297
H -3.51579 3.03391 -4.07683
H -4.87131 2.38822 -3.14921
H -5.54214 -0.53802 -4.45614
H -5.40782 -0.74391 -2.69360
H -4.60301 -1.88774 -3.77433
H -3.58724 0.21973 -6.32350
H -2.35384 -0.97839 -5.87581
H -1.90450 0.72898 -6.06009
C 5.41370 4.67385 0.44648
Si 6.08011 3.38763 -0.72501
C 5.75530 3.82603 -2.51399
C 7.96114 3.33811 -0.49437
C 5.45245 1.65887 -0.33772
Te 3.35975 1.49382 0.24032
C 3.77111 -0.29674 1.47344
Si 3.93633 0.16091 3.25982
C 2.28506 0.78121 3.87931
C 5.28653 1.43655 3.51442
C 4.40912 -1.35036 4.29855
H 5.97573 5.60670 0.33469
H 5.49581 4.34995 1.48745
H 4.35923 4.86312 0.22554
H 6.01517 4.86738 -2.72237
H 4.69278 3.69910 -2.73898
H 6.34134 3.18717 -3.18241
H 8.43565 4.28547 -0.76507
H 8.40601 2.54942 -1.11041
H 8.20690 3.12578 0.55108
H 6.03225 1.27252 0.50672
H 5.64402 1.00741 -1.19619
H 4.63952 -0.80667 1.04683
H 2.89535 -0.93250 1.32221
H 1.79671 1.44349 3.15520
H 2.38654 1.32609 4.82231
H 1.61536 -0.06685 4.06284
H 5.06086 2.34463 2.94841
H 6.25441 1.05198 3.18000
H 5.37678 1.70453 4.57076
H 3.67047 -2.14895 4.17976
H 4.46404 -1.10170 5.36346
H 5.38275 -1.74653 3.99487